(1)
Density functional theory data (ωB97M-V with the def2-TZVPD basis set) for a cluster of 8 separate species, C21H51ClIN2O7S7 in total at a distorted geometry.

The geometry in ORCA input format:
```
! wB97M-V def2-TZVPD RIJCOSX def2/J DEFGRID3
* xyz 1 1
C 2.256 3.478 1.587
C 1.785 2.837 0.163
C 0.594 1.778 0.372
I 0.412 0.324 -1.251
N -0.697 2.558 0.604
C -1.175 3.207 -0.568
C -2.488 4.058 -0.403
C -3.024 4.008 1.068
Cl -4.564 4.897 1.525
C -2.294 3.211 2.168
N -1.134 2.490 1.843
H 2.929 2.707 2.082
H 2.798 4.451 1.309
H 1.365 3.775 2.242
H 2.637 2.277 -0.365
H 1.515 3.725 -0.503
H 0.868 1.174 1.316
H -0.620 3.145 -1.573
H -2.954 4.644 -1.282
H -2.712 3.224 3.238
C -0.869 -3.552 -1.915
S -0.758 -3.220 -0.145
O 0.493 -3.867 0.358
C -2.138 -4.276 0.332
H -0.062 -3.014 -2.419
H -0.762 -4.621 -2.102
H -1.830 -3.197 -2.294
H -1.953 -5.301 0.008
H -3.060 -3.900 -0.117
H -2.230 -4.252 1.418
C -0.369 -5.371 3.632
S -0.995 -6.959 3.046
O -2.319 -6.707 2.394
C -1.321 -7.649 4.682
H -0.133 -4.752 2.763
H -1.127 -4.872 4.238
H 0.538 -5.530 4.217
H -2.021 -7.010 5.225
H -0.384 -7.736 5.235
H -1.759 -8.640 4.557
C -3.449 7.292 -5.120
S -3.345 7.628 -3.350
O -2.096 6.983 -2.841
C -4.723 6.573 -2.879
H -2.641 7.827 -5.621
H -3.342 6.221 -5.304
H -4.407 7.646 -5.503
H -4.536 5.546 -3.201
H -5.643 6.946 -3.332
H -4.818 6.602 -1.792
C -6.880 -5.795 -2.676
S -5.916 -5.177 -1.281
O -4.764 -4.402 -1.839
C -5.283 -6.786 -0.759
H -7.341 -4.945 -3.180
H -6.229 -6.322 -3.376
H -7.661 -6.464 -2.311
H -4.730 -7.252 -1.577
H -6.114 -7.424 -0.456
H -4.615 -6.635 0.090
C 2.998 -2.505 2.801
S 3.660 -4.138 2.409
O 3.301 -5.050 3.538
C 5.398 -3.692 2.606
H 1.909 -2.560 2.775
H 3.322 -2.200 3.798
H 3.342 -1.784 2.057
H 5.575 -3.314 3.616
H 5.666 -2.933 1.869
H 6.004 -4.584 2.442
C 5.053 6.270 4.544
S 4.666 5.260 3.099
O 4.396 3.872 3.582
C 6.332 5.277 2.404
H 4.152 6.362 5.152
H 5.840 5.794 5.132
H 5.373 7.262 4.221
H 7.040 4.862 3.123
H 6.611 6.300 2.149
H 6.334 4.666 1.500
C 1.961 1.873 -5.932
S 2.506 1.187 -4.354
O 3.189 2.282 -3.599
C 3.790 0.123 -5.046
H 1.174 2.604 -5.737
H 2.796 2.366 -6.434
H 1.563 1.074 -6.560
H 4.513 0.723 -5.603
H 3.334 -0.620 -5.703
H 4.298 -0.384 -4.225
*
```

Results
Total energy = -136370.7333 eV

***

(2)
Density functional theory data (ωB97M-V with the def2-TZVPD basis set) for a cluster of 7 separate species, C21H51FN9O7 in total at a distorted geometry.

The geometry in ORCA input format:
```
! wB97M-V def2-TZVPD RIJCOSX def2/J DEFGRID3
* xyz 1 1
N -3.670 7.730 0.374
C -4.835 7.296 -0.374
N -5.343 5.981 -0.410
C -4.305 4.923 -0.190
C -4.332 4.282 1.268
O -3.422 4.889 2.198
N -5.452 8.273 -1.020
F -6.571 8.071 -1.730
H -2.851 7.172 0.119
H -3.936 7.603 1.358
H -5.742 5.831 -1.344
H -3.259 5.230 -0.509
H -4.574 4.072 -0.892
H -4.106 3.176 1.185
H -5.378 4.350 1.704
H -3.050 5.718 1.865
H -5.121 9.246 -0.994
C -1.253 10.358 1.905
C -0.760 8.943 2.050
O -1.528 7.986 2.122
N 0.579 8.743 2.100
C 1.633 9.736 2.032
H -2.342 10.361 1.879
H -0.926 10.959 2.755
H -0.884 10.791 0.973
H 0.837 7.772 2.199
H 2.271 9.507 1.176
H 2.228 9.674 2.944
H 1.242 10.745 1.927
C -3.205 -1.710 2.315
C -3.382 -0.242 2.042
O -4.263 0.186 1.303
N -2.523 0.625 2.649
C -1.430 0.314 3.547
H -3.956 -2.274 1.767
H -2.221 -2.038 1.984
H -3.332 -1.911 3.381
H -2.700 1.591 2.422
H -1.608 0.819 4.499
H -0.503 0.695 3.111
H -1.332 -0.754 3.720
C 0.021 -3.661 0.109
C -1.246 -4.458 0.270
O -2.274 -3.973 0.734
N -1.223 -5.758 -0.120
C -0.113 -6.497 -0.685
H -0.144 -2.642 0.461
H 0.822 -4.106 0.701
H 0.308 -3.622 -0.939
H -2.102 -6.235 0.016
H -0.408 -6.867 -1.669
H 0.103 -7.348 -0.036
H 0.781 -5.885 -0.785
C -4.752 -10.179 -0.406
C -4.496 -8.820 0.187
O -3.674 -8.641 1.074
N -5.215 -7.770 -0.296
C -6.225 -7.783 -1.335
H -4.108 -10.912 0.077
H -5.791 -10.472 -0.243
H -4.527 -10.173 -1.475
H -4.992 -6.891 0.147
H -5.906 -7.115 -2.138
H -7.162 -7.412 -0.914
H -6.384 -8.779 -1.741
C 2.709 -1.240 -1.742
C 3.200 -2.652 -1.567
O 2.433 -3.603 -1.483
N 4.543 -2.851 -1.503
C 5.599 -1.858 -1.583
H 1.620 -1.237 -1.776
H 3.030 -0.622 -0.901
H 3.084 -0.824 -2.679
H 4.799 -3.820 -1.386
H 6.241 -2.104 -2.428
H 6.186 -1.906 -0.664
H 5.210 -0.852 -1.709
C 10.735 -0.717 -3.188
C 9.580 -1.423 -2.531
O 8.497 -0.879 -2.357
N 9.770 -2.708 -2.125
C 10.970 -3.512 -2.243
H 10.435 0.295 -3.456
H 11.580 -0.656 -2.500
H 11.029 -1.243 -4.099
H 8.956 -3.118 -1.693
H 10.735 -4.402 -2.831
H 11.282 -3.819 -1.243
H 11.782 -2.971 -2.722
*
```

Results
Total energy = -53058.1057 eV

***

Please write out number 1 again, unchanged.
Density functional theory data (ωB97M-V with the def2-TZVPD basis set) for a cluster of 8 separate species, C21H51ClIN2O7S7 in total at a distorted geometry.

The geometry in ORCA input format:
```
! wB97M-V def2-TZVPD RIJCOSX def2/J DEFGRID3
* xyz 1 1
C 2.256 3.478 1.587
C 1.785 2.837 0.163
C 0.594 1.778 0.372
I 0.412 0.324 -1.251
N -0.697 2.558 0.604
C -1.175 3.207 -0.568
C -2.488 4.058 -0.403
C -3.024 4.008 1.068
Cl -4.564 4.897 1.525
C -2.294 3.211 2.168
N -1.134 2.490 1.843
H 2.929 2.707 2.082
H 2.798 4.451 1.309
H 1.365 3.775 2.242
H 2.637 2.277 -0.365
H 1.515 3.725 -0.503
H 0.868 1.174 1.316
H -0.620 3.145 -1.573
H -2.954 4.644 -1.282
H -2.712 3.224 3.238
C -0.869 -3.552 -1.915
S -0.758 -3.220 -0.145
O 0.493 -3.867 0.358
C -2.138 -4.276 0.332
H -0.062 -3.014 -2.419
H -0.762 -4.621 -2.102
H -1.830 -3.197 -2.294
H -1.953 -5.301 0.008
H -3.060 -3.900 -0.117
H -2.230 -4.252 1.418
C -0.369 -5.371 3.632
S -0.995 -6.959 3.046
O -2.319 -6.707 2.394
C -1.321 -7.649 4.682
H -0.133 -4.752 2.763
H -1.127 -4.872 4.238
H 0.538 -5.530 4.217
H -2.021 -7.010 5.225
H -0.384 -7.736 5.235
H -1.759 -8.640 4.557
C -3.449 7.292 -5.120
S -3.345 7.628 -3.350
O -2.096 6.983 -2.841
C -4.723 6.573 -2.879
H -2.641 7.827 -5.621
H -3.342 6.221 -5.304
H -4.407 7.646 -5.503
H -4.536 5.546 -3.201
H -5.643 6.946 -3.332
H -4.818 6.602 -1.792
C -6.880 -5.795 -2.676
S -5.916 -5.177 -1.281
O -4.764 -4.402 -1.839
C -5.283 -6.786 -0.759
H -7.341 -4.945 -3.180
H -6.229 -6.322 -3.376
H -7.661 -6.464 -2.311
H -4.730 -7.252 -1.577
H -6.114 -7.424 -0.456
H -4.615 -6.635 0.090
C 2.998 -2.505 2.801
S 3.660 -4.138 2.409
O 3.301 -5.050 3.538
C 5.398 -3.692 2.606
H 1.909 -2.560 2.775
H 3.322 -2.200 3.798
H 3.342 -1.784 2.057
H 5.575 -3.314 3.616
H 5.666 -2.933 1.869
H 6.004 -4.584 2.442
C 5.053 6.270 4.544
S 4.666 5.260 3.099
O 4.396 3.872 3.582
C 6.332 5.277 2.404
H 4.152 6.362 5.152
H 5.840 5.794 5.132
H 5.373 7.262 4.221
H 7.040 4.862 3.123
H 6.611 6.300 2.149
H 6.334 4.666 1.500
C 1.961 1.873 -5.932
S 2.506 1.187 -4.354
O 3.189 2.282 -3.599
C 3.790 0.123 -5.046
H 1.174 2.604 -5.737
H 2.796 2.366 -6.434
H 1.563 1.074 -6.560
H 4.513 0.723 -5.603
H 3.334 -0.620 -5.703
H 4.298 -0.384 -4.225
*
```

Results
Total energy = -136370.7333 eV

***

What is the total energy in the first record?
-136370.7333 eV

***

Among the records above, which one has the lowest total energy?
C21H51ClIN2O7S7